1.
The following is a quantum chemistry calculation of C2H6NO3 as an isolated structure, from the OMol25 dataset.

```
! RIJCOSX wB97M-V def2-TZVPD def2/J DEFGRID3
* xyz -1 1
O -1.3757 -1.5799 -0.3769
C -0.7371 -0.8757 0.4439
N -0.2803 0.3301 0.2714
C 0.7220 1.3032 1.5361
O 1.4297 2.2507 1.1612
H -0.4680 -1.3711 1.3917
H -0.5130 0.7755 -0.6090
H 1.1530 0.3727 1.9676
H -0.2158 1.4769 2.1059
H 0.7686 -0.5969 -2.3061
H -0.4240 -1.3362 -1.7801
O 0.1056 -1.2233 -2.6144
*
```

Results
HOMO = -4.29 eV
Energy above the lowest of the compared OMol25 structures with the same formula, charge and spin = 41.48 kcal per mole

***

2.
The following is a quantum chemistry calculation of C8H5NO5S as an isolated structure, from the OMol25 dataset.

```
! RIJCOSX wB97M-V def2-TZVPD def2/J DEFGRID3
* xyz -2 1
C -2.3567 0.1320 1.2031
C -1.1628 0.5637 0.7922
C 1.4480 -1.2163 0.6247
C -3.3080 -1.4656 -0.6430
C -4.7593 0.6216 0.1880
C 1.7598 -0.5785 -0.7186
C 0.2994 -0.9014 -0.9456
C -3.4151 -0.3485 0.2858
N 0.1824 -1.4406 0.3921
O -3.8938 -1.7696 0.4621
O -4.6779 1.8105 0.3926
O 2.2439 -1.4480 1.5977
O -2.9591 -1.9371 -1.6593
O -5.8206 -0.0175 0.0144
S -0.7966 0.6954 -0.9460
H -2.6438 -0.0464 2.2983
H -0.2713 0.8205 1.3777
H 2.2637 0.4442 -0.9117
H 2.3887 -1.3446 -1.3208
H -0.0370 -1.4309 -1.9016
*
```

Results
HOMO = -1.61 eV
Energy above the lowest of the compared OMol25 structures with the same formula, charge and spin = 4.21 kcal per mole

***

3.
The following is a quantum chemistry calculation of C30H80FeLiO38P2S10 as an isolated structure, from the OMol25 dataset.

```
! RIJCOSX wB97M-V def2-TZVPD def2/J DEFGRID3
* xyz -2 6
Li -15.6799 -1.5981 -16.3175
Fe -13.4496 -4.5526 -15.3523
P -14.1095 -2.4924 -14.6610
O -12.6906 -2.8959 -15.1772
O -14.2256 -3.7655 -13.8484
O -14.7429 -3.2401 -15.8507
O -14.7520 -1.1510 -14.5622
P -13.2936 -7.1674 -15.0692
O -14.1360 -6.2015 -15.9280
O -13.9637 -8.0566 -14.0592
O -12.4724 -5.9229 -14.5644
O -12.2750 -8.0148 -15.8235
O -15.4039 0.4226 -9.5714
S -15.8082 1.4098 -10.6084
O -17.1759 1.8120 -10.8521
O -14.8985 2.8435 -10.4699
C -13.6235 2.8520 -9.9508
C -13.4587 4.2670 -9.4037
C -14.8739 0.9777 -12.2171
H -12.8419 2.6951 -10.6941
H -13.4556 2.1423 -9.1408
H -12.4676 4.5011 -9.0151
H -14.0349 4.3156 -8.4798
H -13.7167 5.0873 -10.0735
H -15.2885 1.5376 -13.0554
H -14.9650 -0.0450 -12.5829
H -13.8384 1.2231 -11.9813
O -19.5748 2.2677 -20.3221
S -20.4190 1.2394 -19.7069
O -21.2944 1.4573 -18.5446
O -21.2997 0.5316 -20.9324
C -22.5081 -0.2261 -20.5257
C -23.2406 -0.5729 -21.8772
C -19.2655 -0.2339 -19.3618
H -23.1562 0.3221 -19.8419
H -22.1871 -1.0903 -19.9442
H -23.5928 0.2156 -22.5424
H -24.0620 -1.2706 -21.7141
H -22.5951 -1.1273 -22.5584
H -19.8270 -0.8481 -18.6579
H -18.4492 0.2070 -18.7897
H -18.9150 -0.7124 -20.2763
O -17.6648 -7.7069 -11.3740
S -17.6013 -6.4986 -12.1903
O -17.9862 -6.4910 -13.5880
O -18.3536 -5.2375 -11.4207
C -18.4548 -5.1423 -9.9884
C -19.7795 -5.6489 -9.4881
C -15.9077 -5.8112 -12.1629
H -18.4391 -4.0913 -9.6998
H -17.6260 -5.5164 -9.3874
H -20.0462 -6.5123 -10.0976
H -20.5965 -4.9337 -9.5837
H -19.6686 -5.9752 -8.4541
H -15.9410 -4.7872 -12.5349
H -15.2053 -6.3922 -12.7605
H -15.6358 -5.8996 -11.1110
O -17.3163 -0.3287 -16.0867
S -17.7537 1.0324 -15.6832
O -18.7234 1.7541 -16.5115
O -18.2436 0.9570 -14.0897
C -19.3478 1.7573 -13.6414
C -20.6656 1.0618 -13.9865
C -16.2296 2.0938 -15.4718
H -19.2775 2.7713 -14.0352
H -19.1831 1.8197 -12.5657
H -20.7845 1.1576 -15.0657
H -21.5033 1.6603 -13.6286
H -20.7756 0.0319 -13.6470
H -16.4420 2.8773 -14.7444
H -16.0331 2.6031 -16.4152
H -15.3368 1.5271 -15.2075
O -10.4693 -6.3128 -17.6435
S -11.6187 -5.5479 -18.0988
O -12.3457 -4.7368 -17.1273
O -11.1491 -4.5928 -19.4072
C -12.1435 -3.6564 -19.8320
C -11.8138 -3.2819 -21.3080
C -12.7526 -6.7521 -18.9473
H -12.0699 -2.8784 -19.0721
H -13.0799 -4.2085 -19.7517
H -11.7778 -4.0658 -22.0645
H -10.7952 -2.9012 -21.3830
H -12.4002 -2.5093 -21.8053
H -13.1770 -7.4207 -18.1984
H -12.1036 -7.3017 -19.6291
H -13.5149 -6.2230 -19.5192
O -20.6551 -2.1933 -9.5033
S -19.7667 -0.9877 -9.3920
O -19.2187 -0.5853 -8.0879
O -18.3811 -1.2183 -10.3615
C -18.5152 -1.6390 -11.7174
C -17.1848 -2.2976 -12.1257
C -20.5771 0.4167 -10.2517
H -18.9538 -0.8315 -12.3036
H -19.3047 -2.3902 -11.6953
H -16.9338 -3.1871 -11.5478
H -16.4190 -1.5357 -11.9801
H -17.1933 -2.6208 -13.1667
H -19.9175 1.2835 -10.2106
H -21.5837 0.5228 -9.8472
H -20.6837 -0.0121 -11.2482
O -15.1074 -4.3768 -18.5770
S -16.4104 -3.8713 -18.2504
O -16.7153 -2.5227 -17.7803
O -17.2646 -4.1709 -19.5928
C -17.0158 -5.3940 -20.3432
C -15.9726 -5.1781 -21.4180
C -17.3610 -5.0814 -17.2421
H -17.9831 -5.6698 -20.7632
H -16.6451 -6.2401 -19.7645
H -14.9949 -5.1946 -20.9364
H -16.2115 -4.2231 -21.8860
H -16.0485 -5.9651 -22.1684
H -16.9859 -5.0894 -16.2187
H -17.3233 -6.0137 -17.8055
H -18.3676 -4.6848 -17.3749
O -22.9783 -4.0856 -12.7474
S -23.0673 -4.5862 -14.1401
O -24.2576 -4.3631 -14.9715
O -21.8297 -3.8060 -14.9296
C -20.9650 -2.9109 -14.2228
C -19.9789 -2.2737 -15.1783
C -22.4039 -6.3636 -14.2697
H -20.4548 -3.4444 -13.4208
H -21.5886 -2.1145 -13.8169
H -20.5480 -1.4991 -15.6924
H -19.5296 -2.9673 -15.8890
H -19.1169 -1.8049 -14.7038
H -23.2868 -6.9127 -13.9423
H -21.4731 -6.3972 -13.7036
H -22.1979 -6.5725 -15.3195
O -13.7208 1.9883 -17.7760
S -13.5890 0.5366 -17.7449
O -14.7923 -0.2699 -17.5997
O -12.7249 -0.0600 -19.1130
C -11.6791 0.7374 -19.6760
C -11.5786 0.1971 -21.0456
C -12.3214 0.0730 -16.4047
H -10.7548 0.5597 -19.1263
H -11.9207 1.7958 -19.7734
H -11.3165 -0.8609 -21.0383
H -10.8690 0.6503 -21.7378
H -12.5306 0.3581 -21.5514
H -11.7855 -0.8551 -16.6037
H -12.8170 -0.0683 -15.4443
H -11.5857 0.8772 -16.4199
O -13.8234 1.7067 -24.9202
S -14.3113 0.4100 -24.4821
O -13.4259 -0.6741 -24.1166
O -15.2748 0.7107 -23.2441
C -15.3666 -0.3091 -22.2301
C -16.3303 0.2008 -21.1893
C -15.6345 -0.2614 -25.6505
H -14.4340 -0.5058 -21.7012
H -15.7964 -1.2198 -22.6471
H -17.2942 0.4459 -21.6353
H -15.9650 1.1818 -20.8854
H -16.2910 -0.3790 -20.2672
H -16.5437 0.3264 -25.7769
H -15.9811 -1.2185 -25.2607
H -15.1572 -0.4639 -26.6093
*
```

Results
HOMO (alpha / beta) = -0.74 / -0.72 eV
Energy above the lowest of the compared OMol25 structures with the same formula, charge and spin = 12.11 kcal per mole